Record 1
5 unconnected molecules or ions with the total composition C64H144NO3P4, computed with the ωB97M-V functional and the def2-TZVPD basis.

Properties
Kohn-Sham gap = 5.88 eV
net charge = +3
HOMO level = -9.6880 eV
ΔE to the lowest compared entry with this formula, charge and spin = 622.3 kJ/mol

```
216
Properties=species:S:1:pos:R:3:lowdin_charge:R:1
C 9.9658 -5.6892 -0.0329 -0.06
C 10.1874 -4.1110 0.0542 -0.28
C 9.9442 -3.3817 -1.2030 -0.28
C 8.5354 -3.4923 -1.8359 -0.20
P 7.4541 -2.0209 -1.3184 1.02
C 8.1189 -0.3657 -1.7946 -0.23
C 7.2954 0.9136 -1.3536 -0.19
C 8.0172 2.1744 -2.0048 -0.25
C 9.1040 2.9161 -1.1884 -0.09
C 7.0870 -2.3423 0.3951 -0.28
C 5.9607 -1.4799 0.9890 -0.23
C 5.8998 -1.6957 2.5166 -0.24
C 5.2068 -3.0352 2.8944 -0.10
C 5.9430 -2.2310 -2.2578 -0.29
C 5.1865 -3.5449 -2.0143 -0.24
C 3.9186 -3.6639 -2.8239 -0.25
C 4.0768 -3.7789 -4.3304 -0.11
H 10.5714 -5.8960 -0.9153 0.07
H 8.9114 -5.9445 -0.1378 0.06
H 10.4395 -6.1470 0.8355 0.07
H 11.0940 -3.7355 0.5288 0.12
H 9.5354 -3.8106 0.8744 0.08
H 10.7822 -3.6163 -1.8594 0.12
H 10.1909 -2.3318 -1.0448 0.09
H 8.0847 -4.4755 -1.7011 0.09
H 8.6160 -3.1905 -2.8802 0.09
H 8.1919 -0.5290 -2.8698 0.10
H 9.1074 -0.2496 -1.3503 0.09
H 7.0487 0.9852 -0.2943 0.09
H 6.2724 0.7725 -1.7023 0.09
H 7.3220 2.9006 -2.4260 0.10
H 8.4164 1.8301 -2.9588 0.09
H 9.4202 3.7327 -1.8375 0.08
H 9.8552 2.1762 -0.9124 0.07
H 8.6672 3.3252 -0.2774 0.07
H 8.0679 -2.1839 0.8434 0.09
H 6.9454 -3.4126 0.5450 0.11
H 4.9523 -1.7959 0.7221 0.11
H 6.0070 -0.4225 0.7286 0.09
H 5.4070 -0.8035 2.9028 0.11
H 6.9052 -1.7794 2.9293 0.10
H 5.7756 -3.9516 2.7371 0.07
H 4.2101 -3.1062 2.4587 0.08
H 5.0538 -3.0909 3.9722 0.07
H 6.1326 -2.0599 -3.3175 0.10
H 5.3117 -1.3691 -2.0417 0.10
H 5.0140 -3.6756 -0.9460 0.11
H 5.9165 -4.3015 -2.3018 0.10
H 3.2178 -2.8585 -2.6040 0.12
H 3.4980 -4.6267 -2.5336 0.11
H 4.7307 -4.5937 -4.6413 0.08
H 4.5258 -2.8665 -4.7228 0.06
H 3.1231 -4.0315 -4.7938 0.08
C 5.1013 -0.6009 -14.6301 -0.11
C 5.5566 0.2364 -13.4249 -0.28
C 4.7627 1.5456 -13.3860 -0.19
C 4.7939 2.4576 -12.0229 -0.22
P 5.7451 4.0029 -11.9309 1.06
C 5.3980 4.7346 -10.2281 -0.23
C 3.9655 4.5591 -9.5972 -0.22
C 3.8513 3.4820 -8.4678 -0.26
C 2.5387 3.4601 -7.7278 -0.12
C 7.6023 3.9452 -12.3331 -0.22
C 7.9712 2.7915 -13.2713 -0.30
C 9.3967 2.9466 -13.6127 -0.28
C 9.8209 1.8476 -14.5978 -0.08
C 5.0089 5.2611 -13.0025 -0.29
C 3.4835 5.2932 -13.2061 -0.24
C 3.0754 6.0806 -14.4681 -0.24
C 3.9309 7.3085 -14.7172 -0.11
H 5.7998 -1.3979 -14.8853 0.08
H 5.0501 0.0275 -15.5193 0.08
H 4.2457 -1.2200 -14.3605 0.08
H 6.5946 0.3963 -13.7167 0.08
H 5.5956 -0.4163 -12.5528 0.11
H 3.7145 1.3350 -13.5978 0.11
H 5.1312 1.9733 -14.3184 0.10
H 5.0470 1.8915 -11.1264 0.09
H 3.8116 2.8338 -11.7372 0.06
H 5.5345 5.7872 -10.4761 0.08
H 6.1763 4.5964 -9.4775 0.09
H 3.3015 4.2250 -10.3944 0.07
H 3.6026 5.5165 -9.2232 0.12
H 4.6729 3.7117 -7.7892 0.11
H 3.8205 2.4781 -8.8911 0.10
H 2.4351 4.1160 -6.8634 0.08
H 2.2530 2.5042 -7.2889 0.08
H 1.7240 3.6473 -8.4273 0.08
H 8.1276 3.7761 -11.3931 0.10
H 7.7516 4.9390 -12.7551 0.10
H 7.3465 2.8802 -14.1601 0.11
H 7.7549 1.7850 -12.9133 0.10
H 9.9882 2.9084 -12.6980 0.12
H 9.4752 3.9705 -13.9781 0.12
H 10.7548 2.1857 -15.0469 0.08
H 9.1122 1.7180 -15.4157 0.08
H 10.0133 0.9227 -14.0541 0.08
H 5.5731 5.2168 -13.9341 0.10
H 5.1631 6.2859 -12.6646 0.10
H 2.9355 5.7058 -12.3590 0.11
H 3.0811 4.3018 -13.4144 0.10
H 2.1023 6.4878 -14.1932 0.11
H 2.9194 5.3580 -15.2691 0.11
H 5.0017 7.1421 -14.8348 0.07
H 3.8161 8.0007 -13.8831 0.08
H 3.5792 7.8445 -15.5987 0.08
C -0.4636 -2.0751 9.8713 -0.12
C -1.4236 -1.1636 9.1714 -0.26
C -0.7116 -0.2382 8.0956 -0.21
C -1.7973 0.5790 7.3310 -0.26
P -1.4381 2.3406 7.2513 1.01
C -2.5621 3.2114 6.0873 -0.25
C -4.0925 2.9298 6.2744 -0.21
C -4.7695 3.3888 4.9268 -0.25
C -5.0451 4.8720 5.0381 -0.12
C -1.6961 3.1499 8.8238 -0.25
C -0.4871 2.9751 9.8129 -0.24
C -0.5670 3.5237 11.2637 -0.24
C -1.7830 2.9217 11.9767 -0.10
C 0.3205 2.6098 6.7492 -0.24
C 0.6663 3.9381 5.9885 -0.24
C 2.1660 4.0656 5.6873 -0.25
C 2.4547 5.1499 4.6317 -0.12
H 0.3196 -1.6562 10.5031 0.08
H 0.1669 -2.5848 9.1427 0.08
H -0.9529 -2.8901 10.4047 0.08
H -2.0252 -0.4481 9.7319 0.10
H -2.0970 -1.8452 8.6516 0.11
H -0.2454 -0.8803 7.3483 0.12
H -0.0829 0.3613 8.7539 0.08
H -2.8245 0.4736 7.6802 0.09
H -1.8440 0.2462 6.2941 0.11
H -2.1564 2.9492 5.1102 0.10
H -2.3352 4.2644 6.2543 0.09
H -4.5631 3.5116 7.0670 0.10
H -4.4266 1.9018 6.4145 0.10
H -5.7264 2.9003 4.7428 0.10
H -4.2060 3.0783 4.0469 0.11
H -4.1348 5.4648 4.9476 0.07
H -5.5554 5.1355 5.9646 0.08
H -5.7032 5.2894 4.2760 0.08
H -2.6484 2.8402 9.2543 0.09
H -1.7679 4.2294 8.6911 0.11
H 0.3289 3.6149 9.4768 0.10
H -0.2158 1.9228 9.8985 0.09
H -0.5199 4.6106 11.1965 0.11
H 0.3288 3.2290 11.8102 0.11
H -1.8929 3.3130 12.9881 0.08
H -1.7044 1.8377 12.0595 0.07
H -2.7384 3.1021 11.4842 0.06
H 0.4876 1.8653 5.9708 0.10
H 0.9946 2.4136 7.5830 0.09
H 0.4337 4.8762 6.4925 0.11
H 0.1275 3.8267 5.0475 0.11
H 2.5339 3.1693 5.1878 0.11
H 2.7461 4.3009 6.5796 0.11
H 2.1864 6.1678 4.9146 0.07
H 2.1295 5.1114 3.5920 0.08
H 3.5369 5.1422 4.5022 0.07
C -10.9679 -7.7582 8.0740 -0.09
C -11.0542 -6.3503 8.7311 -0.24
C -9.9547 -5.3403 8.3477 -0.20
C -9.7794 -4.8759 6.8445 -0.28
P -11.0133 -3.9340 5.9646 1.07
C -11.6782 -2.7054 7.1327 -0.27
C -12.4210 -1.5107 6.5400 -0.25
C -11.5505 -0.2140 6.3869 -0.22
C -11.0313 0.3693 7.7362 -0.09
C -12.4451 -5.0343 5.2552 -0.20
C -13.7395 -4.3504 4.7137 -0.24
C -14.4329 -5.3196 3.8100 -0.28
C -15.5139 -6.2500 4.4316 -0.07
C -10.2538 -2.8614 4.5232 -0.20
C -9.7425 -3.6630 3.2492 -0.23
C -8.8136 -3.0423 2.1559 -0.25
C -7.5332 -2.5464 2.8399 -0.11
H -10.2637 -8.3967 8.6074 0.07
H -10.4696 -7.7030 7.1062 0.06
H -11.9307 -8.2610 7.9825 0.08
H -11.0785 -6.4259 9.8182 0.11
H -12.0194 -5.9651 8.4024 0.08
H -8.9521 -5.7059 8.5694 0.12
H -10.2387 -4.4170 8.8526 0.09
H -9.6210 -5.7363 6.1944 0.09
H -8.8984 -4.2431 6.7373 0.10
H -10.8495 -2.3720 7.7574 0.10
H -12.3218 -3.3132 7.7686 0.10
H -13.1416 -1.2736 7.3227 0.11
H -13.0844 -1.6086 5.6808 0.10
H -11.9694 0.6210 5.8254 0.11
H -10.7901 -0.7698 5.8384 0.05
H -11.5441 0.0049 8.6263 0.07
H -11.1725 1.4492 7.7811 0.07
H -9.9776 0.0909 7.7535 0.07
H -12.6587 -5.6019 6.1609 0.07
H -12.0509 -5.7410 4.5249 0.09
H -13.4956 -3.5015 4.0749 0.10
H -14.4576 -4.0220 5.4651 0.12
H -13.6715 -5.9514 3.3526 0.10
H -14.8187 -4.7547 2.9614 0.11
H -16.0567 -6.9035 3.7487 0.08
H -16.2802 -5.6118 4.8717 0.07
H -14.9896 -6.8323 5.1893 0.07
H -9.5147 -2.3237 5.1171 0.07
H -11.0304 -2.1547 4.2306 0.08
H -10.5959 -3.9921 2.6563 0.10
H -9.1759 -4.5460 3.5445 0.10
H -9.3803 -2.2139 1.7309 0.10
H -8.5674 -3.6796 1.3066 0.11
H -7.8558 -1.7141 3.4654 0.06
H -6.8894 -2.1363 2.0618 0.08
H -7.0699 -3.2867 3.4920 0.08
N 0.0016 -0.3749 0.4233 -0.69
O -0.5959 0.0034 1.4915 -0.16
O 0.5315 0.4543 -0.3145 -0.09
O -0.0870 -1.5506 0.1749 -0.06
```

Record 2
3 unconnected molecules or ions with the total composition C12H21N2O, computed with the ωB97M-V functional and the def2-TZVPD basis.

Properties
Kohn-Sham gap (spin up / spin down) = 8.58 / 8.23 eV
net charge = +1
HOMO level (spin up / spin down) = -12.1774 / -12.2209 eV
ΔE to the lowest compared entry with this formula, charge and spin = 733.8 kJ/mol

```
36
Properties=species:S:1:pos:R:3:lowdin_charge:R:1
C -1.0189 -3.8885 -1.3119 -0.06
C -2.3472 -3.7455 -0.9539 -0.03
C -0.2187 -2.7364 -1.4468 -0.10
C -2.9286 -2.4711 -1.1119 -0.01
C -0.8278 -1.5744 -1.3991 0.04
C -2.1757 -1.3374 -1.2858 -0.33
C 0.2518 1.1753 -3.2240 -0.03
C 1.3106 2.7635 -0.7409 -0.07
C 1.4658 -0.7130 1.8487 -0.08
C -0.8467 -0.1744 1.7585 -0.05
C 0.8223 1.5171 2.5741 -0.09
C 0.3109 0.8690 -1.8215 -0.05
N 0.8389 1.4143 -0.8060 -0.02
N 0.5503 0.3938 1.6597 -0.37
O -2.7343 -0.0596 -1.2606 0.04
H -0.5656 -4.8076 -1.3448 0.08
H -3.1028 -4.5225 -0.7468 0.13
H 0.9219 -2.7697 -1.6892 0.16
H -3.9311 -2.3915 -1.0157 0.09
H 0.7997 0.3285 -3.8633 0.16
H -0.7336 0.9299 -3.5286 0.08
H 0.8057 2.0953 -3.3318 0.08
H 1.5274 3.2331 0.2449 0.09
H 2.2269 2.7916 -1.4259 0.12
H 0.5343 3.5082 -1.2901 0.15
H 2.5704 -0.3203 1.9787 0.13
H 1.0794 -1.2148 2.8175 0.12
H 1.2698 -1.2748 0.8945 0.09
H -0.9599 -0.4560 2.7713 0.07
H -1.5685 0.6477 1.7852 0.10
H -1.1437 -1.0136 1.1339 0.08
H 0.0466 2.2528 2.7773 0.09
H 0.9659 1.2272 3.5869 0.07
H 1.8406 1.9677 2.3738 0.11
H 0.5107 0.9006 0.2056 0.13
H -3.4579 0.1386 -1.8239 0.09
```

Record 3
A molecular structure, C12H24F6Li4N3O24S6, computed with the ωB97M-V functional and the def2-TZVPD basis.

Properties
Kohn-Sham gap = 4.95 eV
net charge = +1
HOMO level = -10.8184 eV

```
79
Properties=species:S:1:pos:R:3:lowdin_charge:R:1
Li 1.5615 0.3967 8.2471 0.98
Li -1.8878 -2.5179 -1.0396 0.91
Li 0.1163 -8.3269 1.7281 0.99
Li -1.9921 0.9233 1.0054 0.86
N 0.5631 -1.5759 1.0211 -0.29
S 0.7968 -2.5391 2.4169 0.51
O 1.7906 -2.2149 3.4224 -0.25
O 0.6141 -3.9642 2.2033 -0.34
F -0.6270 -2.2118 3.0365 -0.21
S 2.1025 -1.7787 0.6840 0.42
O 2.6126 -3.0384 0.1581 -0.29
O 3.0540 -0.9290 1.3209 -0.24
F 1.9908 -1.1356 -0.7854 -0.23
N -4.4923 0.2649 -1.1263 -0.35
S -4.7371 1.4741 -2.3224 0.58
O -4.3808 2.8158 -1.7821 -0.31
O -5.8654 1.3695 -3.2638 -0.27
F -3.4092 1.2211 -3.1473 -0.21
S -5.9767 0.3832 -0.5976 0.48
O -7.1189 -0.2096 -1.3146 -0.29
O -6.2545 1.6343 0.0990 -0.28
F -5.7668 -0.6549 0.6740 -0.26
N -2.1545 3.4038 3.3538 -0.27
S -0.7609 3.5185 3.9273 0.40
O -0.2511 2.4405 4.7655 -0.34
O -0.2281 4.8685 3.9529 -0.27
F -0.1599 3.0616 2.5145 -0.26
S -2.9707 3.5890 4.8519 0.54
O -4.2516 4.1480 4.5531 -0.27
O -2.3144 3.9378 6.0588 -0.27
F -3.3835 2.0510 5.0764 -0.22
C -5.1665 -3.3305 8.2216 -0.07
O -3.7984 -3.0495 8.1951 -0.03
C -3.2176 -2.0300 8.9801 -0.52
O -2.0762 -1.6642 8.9102 0.11
O -4.0979 -1.5617 9.8872 -0.04
C -3.6682 -0.8151 11.0428 -0.01
H -5.6584 -2.5409 7.6537 0.10
H -5.5721 -3.1736 9.2211 0.09
H -5.3370 -4.3663 7.9279 0.10
H -3.5041 -1.4992 11.8753 0.10
H -4.5580 -0.2067 11.2051 0.10
H -2.7633 -0.2227 10.9075 0.09
C 8.8863 -3.7268 -3.7970 -0.04
O 9.1770 -2.3823 -4.1099 0.01
C 8.5434 -1.3774 -3.5818 -0.56
O 7.6514 -1.4191 -2.7451 0.10
O 9.1312 -0.1803 -4.0105 -0.06
C 8.9733 1.2076 -3.4698 0.01
H 7.9347 -4.0526 -4.2170 0.10
H 8.8658 -3.8360 -2.7127 0.09
H 9.7200 -4.3846 -4.0428 0.10
H 7.9327 1.3373 -3.1722 0.09
H 9.0574 1.8865 -4.3184 0.08
H 9.7859 1.3791 -2.7639 0.09
C 1.7279 -5.0520 -5.4730 -0.04
O 0.4313 -5.3185 -5.9848 -0.01
C -0.6397 -4.6109 -5.5562 -0.50
O -0.6832 -3.8963 -4.4965 0.02
O -1.5689 -4.6572 -6.5256 0.01
C -2.8792 -4.1136 -6.3586 -0.04
H 2.1768 -4.0769 -5.6620 0.11
H 2.4060 -5.7970 -5.8894 0.10
H 1.6989 -5.2664 -4.4047 0.09
H -3.1932 -4.2676 -5.3262 0.09
H -3.6198 -4.5000 -7.0588 0.10
H -2.9942 -3.0330 -6.4435 0.10
C 2.0604 5.6807 -3.3121 -0.05
O 1.1903 6.8269 -3.3065 0.01
C 0.2794 6.9808 -4.2748 -0.50
O 0.0546 6.0628 -5.0945 0.07
O -0.5589 8.0520 -4.0860 -0.02
C -1.2294 8.5870 -5.1486 -0.09
H 1.6023 4.7179 -3.5385 0.09
H 2.6276 5.5159 -2.3960 0.09
H 2.8235 5.7339 -4.0886 0.09
H -2.0888 9.1347 -4.7618 0.11
H -1.5648 7.7853 -5.8066 0.09
H -0.5195 9.1151 -5.7852 0.10
```

| no. | F_max (Eh/bohr) |
| --- | --- |
| 1 | 0.067 |
| 2 | 0.088 |
| 3 | 0.179 |